Here is a 11-piece molecular cluster, C37H96N4O7 overall from the OMol25 dataset. Energies are from ωB97M-V/def2-TZVPD.

Each line ends with the Löwdin charge.
Geometry (Å):
C1 -3.41104 -2.39213 1.58946  -0.087
C2 -2.87266 -3.81381 1.39588  -0.253
N1 -1.48351 -3.93178 1.82091  -0.184
C3 -1.13030 -5.31011 2.12440  -0.253
C4 -1.10429 -6.27299 0.92700  -0.074
C5 -0.61060 -3.26669 0.86352  -0.262
C6 0.86961 -3.40712 1.19611  -0.083
H1 -3.11428 -2.03458 2.57138  0.062
H2 -4.50620 -2.40767 1.55506  0.077
H3 -3.14826 -1.73229 0.76347  0.044
H4 -3.49410 -4.43527 2.05007  0.113
H5 -3.05756 -4.18834 0.37918  0.115
H6 -0.13721 -5.30188 2.57984  0.100
H7 -1.81896 -5.70748 2.87216  0.110
H8 -0.64823 -7.22004 1.21612  0.072
H9 -2.10204 -6.46109 0.53159  0.067
H10 -0.48957 -5.84003 0.13356  0.063
H11 -0.81696 -2.19177 0.89177  0.095
H12 -0.82972 -3.57589 -0.16891  0.097
H13 1.20636 -4.44150 1.20540  0.076
H14 1.05733 -2.97257 2.18492  0.070
H15 1.47757 -2.78285 0.53993  0.036
C7 -3.39207 4.85045 -1.53070  -0.075
C8 -3.90058 3.79531 -0.55881  -0.247
N2 -2.94797 3.45301 0.48647  -0.209
C9 -3.49053 2.39762 1.34501  -0.235
C10 -3.48234 1.02832 0.66393  -0.068
C11 -2.51014 4.62070 1.27011  -0.245
C12 -3.60310 5.35512 2.04571  -0.072
H16 -2.33271 4.75611 -1.77649  0.060
H17 -3.45599 5.84883 -1.08212  0.072
H18 -3.94778 4.86904 -2.46542  0.076
H19 -4.87113 4.12901 -0.16384  0.116
H20 -4.14888 2.90196 -1.13609  0.110
H21 -2.91207 2.33406 2.26694  0.102
H22 -4.53220 2.63751 1.61144  0.120
H23 -4.23766 0.88566 -0.10995  0.077
H24 -2.49124 0.81817 0.26192  0.067
H25 -3.76590 0.30311 1.42862  0.059
H26 -1.99862 5.33112 0.61639  0.101
H27 -1.73158 4.28664 1.96227  0.105
H28 -4.03021 4.71125 2.81595  0.069
H29 -4.40025 5.70466 1.39209  0.068
H30 -3.16715 6.20986 2.56506  0.078
C13 2.90478 3.71202 -3.93140  -0.094
C14 2.36613 2.29936 -3.75700  -0.271
N3 2.86038 1.36687 -4.77774  -0.178
C15 2.56689 -0.01825 -4.39417  -0.241
C16 1.09396 -0.44056 -4.47813  -0.073
C17 2.37790 1.75093 -6.09002  -0.284
C18 2.84650 0.84175 -7.21663  -0.082
H31 2.42213 4.25435 -4.74690  0.066
H32 3.97419 3.68080 -4.15446  0.082
H33 2.77570 4.33818 -3.04662  0.064
H34 2.69228 1.90018 -2.79565  0.110
H35 1.26686 2.36128 -3.78453  0.099
H36 3.15926 -0.66687 -5.04396  0.105
H37 2.93441 -0.19945 -3.38240  0.102
H38 0.42856 0.03730 -3.76298  0.055
H39 0.70513 -0.22060 -5.47517  0.069
H40 1.01646 -1.52024 -4.33361  0.049
H41 2.69583 2.77129 -6.30996  0.104
H42 1.27269 1.83754 -6.11488  0.113
H43 2.58278 -0.20062 -7.07040  0.062
H44 3.91235 1.01458 -7.37876  0.079
H45 2.38551 1.19141 -8.14556  0.075
C19 -2.32998 1.53127 5.96980  -0.073
C20 -1.14878 1.74941 5.02539  -0.271
N4 0.03132 0.92025 5.22323  -0.199
C21 0.56465 1.02370 6.60118  -0.243
C22 0.92166 2.46420 6.97834  -0.078
C23 -0.22783 -0.49998 4.94824  -0.236
C24 -0.64032 -0.78210 3.51848  -0.073
H46 -3.09326 2.30831 5.89814  0.075
H47 -2.07880 1.51673 7.03343  0.068
H48 -2.80766 0.57323 5.74823  0.071
H49 -1.54073 1.66023 4.00758  0.082
H50 -0.85957 2.80417 5.02806  0.111
H51 1.50161 0.46453 6.57403  0.116
H52 -0.09183 0.59068 7.36285  0.110
H53 1.61238 2.87165 6.24204  0.077
H54 1.38074 2.50491 7.96826  0.075
H55 0.03253 3.08878 7.06436  0.064
H56 0.69535 -1.04150 5.16480  0.118
H57 -1.00645 -0.91166 5.61010  0.118
H58 0.02709 -0.32849 2.78089  0.063
H59 -0.74770 -1.85958 3.36688  0.066
H60 -1.64549 -0.41365 3.28047  0.059
C25 0.77209 -0.49294 -0.77178  -0.121
O1 -0.50001 -0.23115 -1.36648  -0.165
H61 1.45619 0.31480 -1.04191  0.084
H62 0.69040 -0.57344 0.31302  0.051
H63 1.15015 -1.42590 -1.19049  0.068
H64 -0.59616 0.74501 -1.35382  0.039
C26 0.18576 3.55450 -1.19403  -0.135
O2 -0.67318 2.47399 -0.87960  -0.168
H65 0.31513 3.62047 -2.26918  0.065
H66 -0.27293 4.46863 -0.80522  0.072
H67 1.14970 3.52005 -0.67946  0.072
H68 -1.42070 2.77913 -0.28153  0.061
C27 -2.79304 1.26496 -4.02098  -0.154
O3 -4.02219 0.73094 -4.48423  -0.119
H69 -2.92050 2.34249 -3.88134  0.074
H70 -2.57333 0.81012 -3.05724  0.056
H71 -1.93839 1.05680 -4.66847  0.075
H72 -4.23673 1.12006 -5.33489  0.074
C28 1.02447 2.38976 2.12271  -0.164
O4 1.78651 2.16180 3.28686  -0.133
H73 1.45937 3.22956 1.57564  0.072
H74 1.06139 1.53780 1.43326  0.057
H75 -0.01723 2.63664 2.34833  0.061
H76 1.19996 1.72708 3.94512  0.034
C29 -3.07017 -2.06575 -2.50750  -0.146
O5 -1.82220 -2.59296 -2.07723  -0.154
H77 -3.31855 -1.19442 -1.88992  0.065
H78 -2.99214 -1.70781 -3.53903  0.070
H79 -3.83834 -2.82861 -2.42258  0.079
H80 -1.28112 -1.82210 -1.83246  0.023
C30 4.01632 -1.71641 0.94134  -0.154
C31 3.24072 -1.07708 2.08752  -0.178
C32 4.18765 0.04181 2.55493  -0.202
O6 5.45593 -0.58816 2.49358  -0.130
C33 5.48300 -1.38339 1.32626  -0.204
H81 3.74383 -1.29052 -0.02021  0.099
H82 3.89708 -2.79804 1.00497  0.106
H83 3.12608 -1.73815 2.94863  0.115
H84 2.22920 -0.74483 1.84525  0.073
H85 3.93036 0.31217 3.57548  0.113
H86 4.15671 0.94033 1.93339  0.120
H87 6.07727 -2.28486 1.47947  0.114
H88 5.97570 -0.85676 0.49659  0.113
C34 2.52921 -3.30775 -3.14438  -0.173
C35 3.38059 -4.35033 -3.86012  -0.153
C36 3.64848 -5.32534 -2.69209  -0.198
O7 2.53219 -5.20863 -1.81660  -0.141
C37 1.64060 -4.20117 -2.29779  -0.196
H89 1.97180 -2.61962 -3.77905  0.065
H90 3.15851 -2.72091 -2.46771  0.116
H91 4.31458 -3.96411 -4.26736  0.110
H92 2.79429 -4.81414 -4.65395  0.113
H93 4.55216 -5.01061 -2.16263  0.116
H94 3.72961 -6.35062 -3.05690  0.115
H95 1.18262 -3.67047 -1.46152  0.080
H96 0.80639 -4.68790 -2.81790  0.130

E_LUMO in Ha: 0.0195
HOMO level in eV: -8.0
Max |F| in eV/Å: 1.2
Gap between HOMO and LUMO in eV: 8.55
Structure (SMILES): CCN(CC)CC.CCN(CC)CC.CCN(CC)CC.CCN(CC)CC.C1CCOC1.C1CCOC1.CO.CO.CO.CO.CO